<P>
The following is a quantum chemistry calculation of a structure of composition C4H10N2S2, from the Open Molecules 2025 dataset.

Output
2S+1: 1
Frontier orbital gap (eV): 8.4
HOMO level (eV): -7.8

Atoms and positions in Å:
N1 0.69115 0.93749 0.23743
H1 -2.28017 -0.57960 0.70251
H2 -0.09842 -2.24141 1.15318
H3 -0.66374 2.53277 0.39286
S1 3.07304 -0.23107 0.26422
C1 -0.35232 -1.30515 0.46116
S2 0.67725 -1.58818 -0.99086
H4 0.87428 2.84989 -0.24524
H5 3.31303 -1.12530 -0.53590
H6 -1.81647 -0.65570 -0.89232
C2 1.64239 0.42292 -0.52476
N2 0.24480 -0.04436 1.10167
C3 -1.79092 -1.26368 0.05222
H7 -2.44699 -2.19986 0.14107
H8 -0.38628 1.87303 -1.32849
C4 0.06509 2.08718 -0.31944
H9 -0.39660 0.38784 1.85533
H10 1.75356 0.88062 -1.48526



<Q>
The following is a quantum chemistry calculation of an isolated molecule of C4H10N2S2, from the Open Molecules 2025 dataset.

Output
SMILES string: [H]/N=C(/N)[C@H](S)[C@H](C)S
2S+1: 1
Frontier orbital gap (eV): 9.6
HOMO level (eV): -9.1

Atoms and positions in Å:
S1 1.49658 -1.05821 -1.20234
H1 2.49231 1.08565 0.13625
H2 1.39034 0.07031 -1.96119
H3 2.67524 -0.20246 1.44383
N1 -2.88060 -0.02150 -0.10424
N2 -1.49924 -1.79915 -0.32009
S2 -0.34173 1.63506 -1.14545
H4 -0.67697 -2.02852 -0.88539
H5 -2.94509 0.97977 0.11376
H6 0.64645 -1.18062 1.00231
H7 -2.32964 -2.24571 -0.66423
H8 1.60296 1.19098 1.70288
C1 1.97309 0.48217 0.94065
C2 -1.67330 -0.45264 -0.11145
H9 0.39865 2.55915 -0.54776
H10 -0.69075 0.92284 1.08600
C3 0.81761 -0.32699 0.35587
C4 -0.45590 0.38987 0.16060



So which one is most stable? That would be <Q>, about 0.1310 hartree below the next structure.



<P>
The following is a quantum chemistry calculation of a cluster of 8 separate species, C24H52FNO12S6 in total, from the Open Molecules 2025 dataset.

Output
2S+1: 1
Frontier orbital gap (eV): 7.8
HOMO level (eV): -7.7

Atoms and positions in Å:
H1 -20.93374 -2.40211 39.22304
O1 -17.24227 -3.12005 36.51797
H2 -16.63793 -1.91274 34.35324
O2 -22.93051 -8.10495 38.61297
H3 -23.73275 -3.46505 43.22552
H4 -24.00319 -2.39617 39.82715
H5 -15.27735 -4.25938 40.79860
H6 -18.29837 -1.84803 33.70600
H7 -16.73522 1.70758 35.61769
H8 -22.39158 -1.48598 42.07415
H9 -25.56077 -8.21411 36.79144
H10 -17.85379 -5.49057 35.64488
S1 -19.10520 0.61488 37.97879
N1 -20.61719 -3.21983 38.73988
H11 -19.61810 0.30188 43.76088
H12 -14.97978 -5.74985 40.88822
C1 -18.80417 1.10025 35.36097
S2 -19.78616 -0.91725 41.87222
C2 -17.61974 1.41481 37.53385
H13 -25.17370 -3.62222 39.38451
O3 -19.42547 -2.73953 35.73690
H14 -15.67030 -5.87863 38.72236
H15 -16.68911 1.24190 38.23663
S3 -23.80882 -4.45814 40.94434
H16 -24.25871 -6.07110 35.04022
C3 -16.99702 -4.77999 41.70841
C4 -16.44585 -5.33049 39.34591
C5 -23.06597 -7.62184 36.07604
H17 -22.12382 -7.33016 35.62948
O4 -24.35977 -5.72982 40.56760
C6 -18.35176 -5.45938 41.06258
H18 -17.19756 -3.87701 42.02846
H19 -20.73083 -3.88091 39.24100
O5 -18.90546 -0.71973 38.38848
O6 -22.07557 -5.98663 37.99206
F1 -22.69020 -1.10541 38.18742
H20 -23.33997 0.07498 42.20433
H21 -26.37195 -4.19727 42.08128
S4 -18.13187 -3.24300 35.42990
H22 -18.16634 -3.53176 32.36220
H23 -25.46374 -6.93185 38.55997
H24 -18.69918 0.53537 34.49216
C7 -24.30808 -4.31740 42.66358
H25 -26.31600 -6.66722 36.10826
C8 -17.42747 1.15815 36.00317
H26 -16.58548 -5.25536 42.58055
C9 -20.23709 -0.64385 43.57293
H27 -23.15168 -8.65360 36.18194
C10 -25.72430 -3.56976 42.43211
C11 -22.36725 -0.39589 42.28458
H28 -22.09422 -1.18224 44.56428
C12 -25.46531 -7.24087 36.44739
S5 -23.12720 -7.01603 37.78586
C13 -21.71510 -0.53267 43.70771
H29 -20.18480 -0.26380 36.17781
C14 -25.47257 -2.51045 41.41919
H30 -24.94315 -5.50895 37.69405
H31 -19.06879 -4.85843 34.31238
H32 -21.13073 1.08320 41.55107
O7 -20.00445 -2.26070 41.37059
H33 -24.79887 -1.60507 41.69553
H34 -19.63543 -2.91401 38.39100
C15 -24.90250 -6.58055 37.72812
O8 -17.72319 -7.55993 39.73331
C16 -24.62647 -3.04453 40.23832
C17 -19.78606 0.67246 36.40325
H35 -17.22246 0.24063 35.94302
C18 -16.97002 -4.79701 33.86513
O9 -22.35908 -4.27149 40.92884
O10 -18.82057 -5.63889 38.62473
H36 -15.91451 -4.89293 34.62522
H37 -17.69376 2.46185 37.77342
H38 -21.80702 0.50923 44.28837
H39 -21.38297 -0.33509 40.41013
O11 -18.60226 -0.19254 41.60789
H40 -16.77343 -5.57350 33.13001
H41 -18.96224 -4.70033 41.04142
H42 -24.60121 -7.67400 34.64812
H43 -19.92976 -1.48438 43.98821
H44 -24.40659 -5.11904 43.15780
O12 -19.79525 1.54590 38.97799
H45 -26.12511 -3.12499 43.33839
C19 -24.31908 -7.17592 35.41346
H46 -18.63234 -6.09426 41.82278
C20 -17.53179 -2.43692 34.14225
H47 -20.50507 1.46216 36.40715
C21 -17.31579 -3.54143 33.12029
S6 -17.95707 -6.15551 39.51949
C22 -18.10480 -4.84306 34.85026
H48 -18.96437 2.25992 34.83264
H49 -16.44328 -3.23338 32.29174
C23 -15.85765 -4.94654 40.72885
H50 -21.24355 -3.19981 38.05148
H51 -26.49682 -2.17765 40.90134
H52 -16.72885 -4.45634 38.67761
C24 -21.15295 -0.06302 41.35339



<Q>
The following is a quantum chemistry calculation of a cluster of 8 separate species, C24H52FNO12S6 in total, from the Open Molecules 2025 dataset.

Output
2S+1: 1
Frontier orbital gap (eV): 6.5
HOMO level (eV): -6.5

Atoms and positions in Å:
H1 1.68345 0.64700 3.02955
H2 -1.80155 5.50800 1.40155
H3 -0.96355 -7.47100 1.63555
N1 -1.38655 -0.27100 -0.12245
H4 3.89045 -0.30900 3.83055
O1 -1.28355 3.10300 -0.21845
C1 3.06345 -0.74000 -2.94245
H5 -4.27255 0.61800 4.02555
H6 -1.69455 0.13200 -0.95045
H7 4.50545 1.19400 3.83555
O2 2.68145 1.21300 -0.09445
S1 2.00445 -2.09600 -2.34445
H8 -0.42855 7.19500 0.08955
C2 1.96745 -3.09800 -3.76145
H9 1.62045 -1.64000 -5.24045
H10 1.17045 3.26100 -0.98045
H11 5.49245 -0.91900 2.26155
C3 3.86445 -0.80700 0.87455
H12 -1.22355 0.62900 0.32055
H13 -0.87155 3.04400 -3.86045
S2 2.49645 0.24900 0.94355
C4 1.08645 4.00100 -0.26945
S3 -1.86855 1.38200 5.13055
H14 0.46745 1.00500 -4.30145
H15 0.94545 -3.38300 -3.97745
O3 -2.61955 1.03100 6.28355
O4 0.77745 -1.45000 -1.99645
H16 0.19845 -5.30100 1.00355
C5 -1.32455 2.06500 -3.89645
C6 -3.38855 0.59700 3.23455
C7 -2.27555 0.40000 -5.35945
H17 -3.93855 2.34500 2.38555
H18 -2.38455 -0.90400 4.57955
H19 -1.22955 -0.14000 3.25755
S4 -0.31955 3.64000 0.79655
O5 -2.93255 -3.77200 1.30655
H20 -0.07755 5.59800 2.00155
O6 -0.69155 -1.44500 -4.98045
H21 0.83545 5.52900 -1.56845
C8 1.06045 5.50200 -0.51745
H22 2.37945 2.08300 2.47055
H23 4.43745 -0.77500 -0.18645
C9 3.73845 -1.42200 -4.27445
H24 4.03945 -0.79900 -2.10845
H25 -0.94955 5.90100 -0.86245
O7 1.30945 -0.58800 0.85755
C10 -2.72055 2.62600 4.23855
C11 -2.10455 0.10600 4.01355
H26 -2.44155 -6.43400 3.74355
H27 2.49945 0.11100 -3.34745
H28 -0.64255 -4.05300 3.74755
H29 2.81645 -3.13000 -5.52145
H30 -2.48055 -6.72000 1.20355
S5 -1.27655 -0.49200 -4.27045
H31 5.09845 0.77700 1.50755
H32 -2.07455 -0.12600 -6.18545
H33 -2.93755 2.53300 -5.58345
H34 -0.63955 -0.91700 -0.35645
C12 -1.93455 2.02700 -5.34045
H35 1.89145 5.99600 -0.15845
S6 -1.57655 -4.00700 1.76255
H36 -3.58055 3.04000 4.87955
C13 -0.26055 0.94300 -3.80745
O8 -0.44755 1.51800 5.18855
H37 -2.37755 -4.03800 3.93955
C14 -3.19055 1.99300 2.87655
H38 -2.23355 1.96300 2.21755
H39 -2.01355 3.58200 4.11655
C15 -1.48355 -4.56400 3.36255
O9 -2.00155 -0.68700 -3.00945
H40 3.79445 -0.63100 -5.00845
H41 0.27545 1.01300 -2.80245
O10 2.71445 -2.76400 -1.32945
H42 -1.99955 -0.89200 0.13255
O11 -0.71255 -2.92700 1.52755
C16 3.90945 0.52500 3.11155
C17 -1.41755 -6.03600 3.25655
C18 2.52045 -2.30500 -4.88045
H43 1.77745 3.78400 0.51055
O12 0.02945 2.74900 1.82355
C19 -0.91555 -5.37700 0.96955
F1 -4.33255 -0.04500 0.15955
C20 -0.29155 6.01800 -0.01345
C21 -0.75255 5.22200 1.14955
H44 -2.11855 1.86500 -3.15945
C22 4.75445 -0.09000 1.93555
H45 4.37945 -2.09900 -4.24245
C23 -1.58755 -6.49900 1.79555
C24 2.60045 0.91700 2.57555
H46 2.47045 -4.01300 -3.58145
H47 -3.35955 0.26400 -5.06245
H48 -1.24055 2.30500 -5.87445
H49 -0.37355 -6.32900 3.82355
H50 3.43645 -1.93700 0.81455
H51 -1.34555 -5.34800 0.01555
H52 -3.89255 0.04100 2.39455



So which one is most stable? That would be <P>, about 0.0136 hartree below the next structure.



<P>
The following is a quantum chemistry calculation of an isolated molecule of C5H7FN2, from the Open Molecules 2025 dataset.

Output
SMILES string: [H]/N=C1\C=C[C@@H](F)CN1
2S+1: 1
Frontier orbital gap (eV): 9.5
HOMO level (eV): -9.0

Atoms and positions in Å:
N1 -2.64652 -0.07478 0.29357
H1 -0.87826 2.29342 -0.02675
H2 2.33148 -0.05596 -1.00038
F1 1.87617 0.02747 1.05456
H3 0.41113 -1.24862 -1.66531
H4 -3.11613 0.87694 0.39064
C1 -1.36290 0.02572 -0.03609
N2 -0.58766 -1.04994 0.15274
C2 -0.55064 1.21797 -0.22156
H5 -1.23702 -1.77808 0.22424
C3 1.48032 -0.02666 -0.33450
H6 1.33241 2.20122 -0.53923
H7 1.13770 -2.12562 -0.33585
C4 0.63804 -1.19960 -0.58634
C5 0.75726 1.22632 -0.43195



<Q>
The following is a quantum chemistry calculation of an isolated molecule of C5H7FN2, from the Open Molecules 2025 dataset.

Output
SMILES string: CCc1c[nH]nc1F
2S+1: 1
Frontier orbital gap (eV): 9.4
HOMO level (eV): -8.5

Atoms and positions in Å:
C1 2.07360 -0.48911 0.22606
H1 -0.50529 -1.92403 0.28797
N1 1.79782 1.61200 -0.05330
F1 2.59604 -1.68823 0.27558
H2 -0.89212 -1.27328 -1.24950
N2 2.65936 0.66562 0.14143
C2 0.31622 -0.03895 -0.06880
H3 -2.97001 -1.17328 -0.28245
C3 0.50861 1.25748 -0.23703
H4 2.13174 2.51955 -0.25588
C4 -2.14715 -0.50623 0.31730
H5 -0.22276 2.03048 -0.35408
C5 -0.81634 -0.98865 -0.22969
H6 -2.15698 0.56215 0.00240
H7 -2.37274 -0.56552 1.47998



<R>
The following is a quantum chemistry calculation of an isolated molecule of C5H7FN2, from the Open Molecules 2025 dataset.

Output
SMILES string: [H]/N=C(\N)C(=C)C(=C)F
2S+1: 1
Frontier orbital gap (eV): 9.7
HOMO level (eV): -9.1

Atoms and positions in Å:
C1 1.29854 -0.20540 -0.11319
C2 -0.07883 1.77297 -0.47365
C3 -0.01366 0.45628 -0.25269
H1 2.25300 1.09712 1.20167
F1 1.39696 -1.35151 -0.85813
N1 -2.38310 0.36319 -0.03816
H2 -1.97209 -2.24387 0.23645
C4 2.35238 0.19708 0.59326
H3 -0.31207 -2.10020 -0.13446
H4 0.82903 2.35083 -0.58952
N2 -1.14244 -1.66661 0.23349
H5 -3.18018 -0.26628 0.13013
C5 -1.28628 -0.30813 -0.02973
H6 -1.04256 2.25889 -0.50887
H7 3.28130 -0.35436 0.60339



So which one is most stable? That would be <R>, about 0.0105 hartree below the next structure.



<P>
The following is a quantum chemistry calculation of a cluster of 3 separate species, C6H14O2 in total, from the Open Molecules 2025 dataset.

Output
<S²>: 0.753
Charge: -1
2S+1: 2
Frontier orbital gap (spin up / spin down) (eV): 2.9 / 7.1
HOMO level (spin up / spin down) (eV): 0.7 / -3.7

Atoms and positions in Å:
H1 1.55682 1.74310 0.45967
H2 -1.60198 1.84590 -1.79757
C1 -1.08836 0.95797 -1.48115
O1 2.05759 2.54636 0.24695
H3 -0.27388 0.51944 -2.03156
C2 -1.13016 -1.99178 -0.20739
H4 -1.78057 -2.07669 -1.07188
C3 -1.32119 0.46017 -0.26291
H5 2.67653 2.27572 -0.43248
H6 -0.12006 1.53862 1.47175
H7 1.32440 1.01195 2.44742
H8 1.22911 -1.13044 -2.88951
C4 -0.67602 -0.76577 0.25326
H9 -1.97663 0.99630 0.44188
C5 0.19688 -0.66319 1.46649
O2 0.34874 -1.46123 -3.11104
H10 -0.16861 -1.26564 2.33034
C6 0.33635 0.74965 2.06806
H11 0.21051 -2.04384 -2.33810
H12 -0.70448 -2.94313 0.11166
H13 1.18977 -1.13657 1.35220
H14 -0.28475 0.83309 2.97392



<Q>
The following is a quantum chemistry calculation of a cluster of 2 separate species, C6H14O2 in total, from the Open Molecules 2025 dataset.

Output
<S²>: 0.754
Charge: -1
2S+1: 2
Frontier orbital gap (spin up / spin down) (eV): 3.0 / 7.5
HOMO level (spin up / spin down) (eV): 0.9 / -3.8

Atoms and positions in Å:
H1 -0.03061 2.47494 2.24546
C1 1.22791 0.93739 -0.07326
H2 2.08575 -0.03641 -1.97041
C2 -0.22845 0.46955 -0.55687
H3 -0.64997 -0.91998 1.80892
H4 -2.42601 -0.99670 -0.58476
C3 0.04253 -1.42400 0.98718
H5 1.08045 -1.01000 1.28605
H6 -1.78568 -1.34546 -2.07996
H7 -0.63023 0.96666 -1.46364
H8 -1.71416 -2.50422 -0.88823
H9 -1.21036 1.83351 1.97152
H10 0.57581 -1.63842 -0.97747
C4 -1.56245 -1.45267 -1.04533
H11 -0.95454 0.84354 0.23028
H12 -0.05918 -2.50708 1.08924
C5 -0.17968 -1.05568 -0.45914
H13 1.06752 1.91989 0.34543
H14 1.64821 0.28609 0.65513
C6 1.97529 0.96747 -1.35640
O1 2.53087 1.93320 -1.85873
O2 -0.80304 2.25841 2.69498



<R>
The following is a quantum chemistry calculation of a cluster of 3 separate species, C6H14O2 in total, from the Open Molecules 2025 dataset.

Output
<S²>: 0.750
Charge: -1
2S+1: 2
Frontier orbital gap (spin up / spin down) (eV): 2.6 / 9.9
HOMO level (spin up / spin down) (eV): 0.8 / -6.6

Atoms and positions in Å:
C1 -0.58375 -2.10751 -0.65449
H1 -1.65469 -2.03346 -0.47825
H2 3.14729 -1.94605 0.70862
H3 -2.69145 1.58873 0.19960
H4 1.09069 1.00677 0.74809
C2 0.00886 -1.04695 -1.19240
H5 2.78164 -0.65292 1.48681
H6 -0.24239 -1.01202 1.89342
C3 -1.62181 1.76014 0.21127
H7 0.98097 2.66869 0.14226
H8 -0.32336 0.63781 -2.48719
C4 0.84897 1.61752 -0.12392
O1 -0.79678 -0.44970 2.43419
C5 -0.58607 1.30226 -0.46975
H9 1.46036 1.49537 -1.01076
O2 2.41278 -1.32775 0.88538
H10 -0.07506 -3.04979 -0.51997
H11 -1.45583 2.40540 1.07848
C6 -0.70750 0.22398 -1.55696
H12 -1.76660 -0.02453 -1.66770
H13 1.07221 -1.10137 -1.39290
H14 -1.29848 0.04538 1.76617



So which one is most stable? That would be <R>, about 0.0198 hartree below the next structure.